Entry 1:
24
Properties=species:S:1:pos:R:3:forces:R:3 method="wB97M-V/def2-TZVPD" e_tot_ha=-592.603573 e_homo_ev=-8.3 homo_lumo_gap_ev=9.11 lumo_energy_ev=0.835 smiles=N[C@@H]1Cc2ccc3c(c2C1)OCO3
C 1.189 -0.772 -1.996 -0.6 -3.4 -4.4
H -2.398 2.046 1.200 -1.2 -1.5 0.1
C 3.507 -1.032 0.591 -1.7 -2.4 1.2
C 0.007 -0.055 -2.028 0.3 2.3 -0.6
C -0.335 0.609 -0.761 -4.5 -0.3 -7.7
O 2.888 -1.839 -0.616 0.0 5.3 1.6
C 0.401 0.534 0.348 -6.9 1.9 2.3
C 1.863 -0.851 -0.863 2.4 -0.8 2.0
H -2.346 2.098 -1.212 1.5 -2.8 1.8
H 4.035 -1.962 1.015 -0.3 2.3 0.1
C -2.107 1.016 0.859 -1.2 0.3 -0.6
C -1.971 1.036 -0.640 0.6 -0.2 -4.6
H 1.444 -1.615 -2.859 -0.5 2.6 2.1
N -2.706 -0.216 1.440 -7.5 4.0 2.8
O 2.242 -0.724 1.380 2.1 1.3 -2.6
H -3.886 -0.373 1.488 4.4 1.1 -0.6
C 1.539 -0.068 0.270 4.7 -5.7 1.4
H -2.585 0.167 -1.380 1.6 2.4 2.7
H -2.381 -0.981 1.030 1.9 -3.9 -2.5
H 4.033 0.053 0.509 -0.9 -3.0 -0.8
H -0.290 1.839 1.740 -0.6 0.5 1.2
H -1.033 0.051 2.233 2.2 2.6 -1.3
H -0.353 0.113 -3.161 -0.2 -0.3 3.2
C -0.755 0.926 1.411 4.3 -2.5 3.0



Entry 2:
9
Properties=species:S:1:pos:R:3:forces:R:3 method="wB97M-V/def2-TZVPD" e_tot_ha=-1111.849224 e_homo_ev="-8.1 / -8.1" homo_lumo_gap_ev="7.58 / 7.58" lumo_energy_ev="-0.550 / -0.550"
Cl -1.509 2.563 -2.028 0.0 0.9 -0.4
H 1.674 0.217 1.133 -2.0 1.1 -0.1
C -1.096 0.233 -1.148 1.2 -2.2 1.6
C 0.467 2.075 0.434 -2.8 -1.9 -2.5
C 0.770 0.841 0.736 3.5 -2.7 0.4
C -0.143 0.687 -0.324 1.7 4.9 2.5
C -2.057 0.983 -1.768 -1.5 0.1 -0.8
Cl 0.410 3.728 0.455 0.5 -0.4 0.3
H -1.193 -0.831 -0.889 -0.6 0.0 -1.0



Entry 3:
13
Properties=species:S:1:pos:R:3:forces:R:3 method="wB97M-V/def2-TZVPD" e_tot_ha=-1115.082317 e_homo_ev=-9.5 homo_lumo_gap_ev=9.92 lumo_energy_ev=0.458 smiles="[H]/N=C(/N)SC(=O)NS"
S -3.136 -0.131 -0.387 -0.6 -0.7 1.6
H 2.862 1.822 -0.834 1.0 1.1 -0.7
N 3.280 -0.629 -0.574 0.5 -0.7 -0.2
H -1.237 -1.362 -0.394 1.0 -2.6 -1.3
N 2.109 1.369 -0.416 -2.4 -1.7 1.2
C -0.527 0.255 0.484 -0.3 -1.0 -0.7
O -0.617 1.407 0.774 0.2 0.6 0.1
S 0.929 -0.836 0.533 -0.4 -0.5 0.7
N -1.534 -0.558 0.017 -1.3 2.8 0.6
H 3.152 -1.630 -0.407 0.3 0.3 0.0
H 1.195 1.783 -0.150 1.5 0.0 -0.4
C 2.252 0.013 -0.246 -0.2 1.8 -0.1
H -3.055 0.728 -1.373 0.8 0.6 -0.8



Entry 4:
168
Properties=species:S:1:pos:R:3:forces:R:3 method="wB97M-V/def2-TZVPD" e_tot_ha=-5198.802198 e_homo_ev=-6.6 homo_lumo_gap_ev=6.68 lumo_energy_ev=0.114
C 3.924 0.738 0.489 0.0 -0.1 -0.1
H -3.946 -1.413 -5.033 0.0 0.0 0.0
C 1.212 4.666 -0.120 0.0 0.1 0.0
C 5.227 -1.293 1.260 0.0 0.0 0.0
C 1.883 1.392 8.159 0.0 0.0 0.0
C 3.720 2.663 2.129 -0.1 0.4 0.0
H -2.189 5.206 3.103 0.0 0.0 0.0
C -5.553 1.343 2.032 0.0 0.0 0.0
H 2.479 -6.340 -5.985 0.0 0.0 0.0
H 1.165 -4.033 -7.494 0.0 0.0 0.0
H -4.961 2.815 -2.085 0.0 0.0 0.0
H -3.773 4.904 2.407 0.0 0.0 0.0
O 3.303 0.126 -0.634 -0.1 0.0 -0.1
C 0.411 0.310 6.605 0.0 0.0 0.0
H 2.120 6.358 0.806 0.0 0.0 0.0
O 1.765 1.675 0.984 -0.1 0.1 0.0
O 3.519 0.365 -3.349 0.0 0.0 -0.1
C 0.925 -2.027 -2.880 0.0 0.0 0.1
Si -1.469 -0.682 0.725 -0.8 -0.7 0.6
H 1.340 3.986 0.710 0.0 0.0 0.0
N 2.184 -3.082 -5.223 0.0 0.0 0.0
H -1.606 2.429 5.216 0.0 0.0 0.1
C -1.315 -0.574 -4.800 0.0 0.0 0.0
H 3.239 -1.301 -5.246 0.0 0.0 0.0
C 1.482 0.064 5.755 -0.1 0.1 0.1
H -4.591 2.006 -3.600 0.0 0.0 -0.1
C -2.318 -1.989 -0.409 0.0 -0.1 0.0
C -4.024 0.885 -1.808 0.0 0.1 -0.1
C 1.033 -2.784 3.410 0.0 0.0 0.0
H -3.303 2.767 -2.667 0.0 0.0 0.0
F -1.237 -6.306 -2.359 0.0 0.1 0.0
C -1.027 2.418 3.145 0.0 0.0 0.0
H -6.503 1.811 2.256 0.0 0.0 0.0
H -6.141 0.652 -1.501 0.0 0.0 0.0
H 0.895 -6.384 -6.737 0.0 0.0 0.0
H 4.369 0.200 2.494 0.0 0.0 -0.1
H 5.172 1.926 4.118 0.0 -0.1 0.0
H -2.774 1.615 4.172 0.0 0.0 0.0
H 4.806 2.520 2.117 0.0 0.0 -0.1
H -1.026 2.236 8.454 0.0 0.0 0.0
H 3.279 2.704 0.064 0.0 -0.1 0.0
N 0.063 2.970 -1.595 0.3 -0.1 -0.1
C -3.075 0.151 1.403 -0.1 0.0 0.0
C 0.886 6.396 -2.359 0.0 0.0 0.0
H 4.306 -1.982 -6.812 0.0 0.0 0.0
H 2.038 1.902 9.102 0.0 0.0 0.0
H -2.784 6.213 1.793 0.0 0.0 0.0
C 0.988 -5.191 -4.971 0.0 0.0 0.0
C -3.680 -3.894 -1.977 0.1 0.0 -0.1
C -2.847 4.402 -0.222 0.0 0.0 0.0
C -3.184 1.544 1.561 0.0 0.1 0.0
H 0.853 -4.546 1.449 0.0 0.0 0.1
H -0.101 -6.981 -4.545 0.0 0.0 0.0
H 2.722 -1.869 -7.597 0.0 0.0 0.0
C 1.368 -4.428 0.499 0.0 0.0 0.0
H -5.513 -0.412 -2.763 0.0 0.0 0.0
H -0.286 4.466 3.313 0.0 0.0 0.0
C 1.271 -3.884 -4.528 0.0 0.0 -0.1
H -2.456 1.159 -4.362 0.0 0.0 0.0
C -4.225 2.187 -2.590 0.0 0.0 0.0
H 2.083 -3.050 3.458 0.0 0.0 0.0
C -4.420 2.121 1.861 0.0 0.0 0.0
O 5.329 0.081 5.855 0.0 -0.1 -0.1
H -4.194 -4.623 -2.591 0.0 0.0 0.0
H 3.654 -2.347 -1.031 0.0 0.0 0.0
C 1.879 -1.296 -3.653 0.0 0.0 -0.1
N 4.217 1.768 4.416 0.0 0.2 0.1
O 1.430 0.797 -2.688 0.0 0.0 0.2
C -2.720 -1.680 -1.728 0.0 0.1 0.1
H 1.830 7.852 -1.126 0.0 0.0 0.0
H 2.574 -4.964 -8.007 0.0 0.0 0.0
C 0.197 -3.128 4.454 0.0 0.1 0.0
C -3.809 -0.335 -4.986 0.0 0.1 0.0
H -6.329 -0.660 2.057 0.0 0.0 0.0
P -2.443 0.037 -2.335 -0.1 0.0 0.3
H -2.298 -3.538 1.075 0.0 0.0 0.0
H 2.443 -3.462 -1.638 0.1 0.0 0.1
P 1.713 -1.633 0.958 -0.2 0.3 0.4
C 3.146 -3.288 -0.824 0.0 0.0 0.0
H -1.339 -1.659 -4.663 0.0 0.0 0.0
H 0.615 -4.249 -0.271 0.1 0.0 0.2
O 2.914 -1.040 1.934 -0.1 0.0 0.0
H 3.123 -3.481 1.322 0.0 0.0 0.0
H -4.191 -1.685 1.476 0.0 0.0 0.0
C 1.606 -5.728 -6.233 0.0 0.0 0.0
H 4.932 1.071 0.209 0.0 0.0 0.1
C -5.454 -0.037 1.923 0.0 0.0 0.0
H 3.922 -3.038 -8.158 0.0 0.0 0.0
C 2.037 -4.588 -7.135 0.0 0.0 0.0
C -3.381 -2.641 -2.491 0.1 0.0 0.0
H -0.558 1.425 3.175 0.0 0.0 0.0
H -2.917 5.445 -0.543 0.0 0.0 0.0
H 5.309 -2.035 2.054 0.0 0.0 0.0
H -0.407 -0.197 -4.330 0.0 0.0 0.0
C 0.601 4.218 -1.289 -0.1 0.0 0.1
C 2.957 1.159 7.321 0.0 0.0 0.0
N -0.157 4.304 -3.356 0.0 0.0 0.0
H 2.381 1.523 3.403 0.1 -0.1 -0.1
S 4.112 0.190 5.023 0.2 -0.1 0.2
C -1.137 -2.737 4.410 0.0 0.0 0.0
H -1.803 -2.984 5.228 0.0 0.0 0.0
H 5.068 -1.805 0.314 0.0 0.0 0.0
H 0.583 -3.672 5.306 0.0 0.0 0.0
C -0.575 1.273 8.706 0.0 0.0 0.0
C -5.289 0.031 -1.792 0.0 0.0 0.0
C -4.234 -0.611 1.608 0.0 0.0 0.0
H -3.815 1.166 -0.775 0.0 0.0 0.0
C 0.457 5.073 -2.382 0.0 0.0 -0.1
H -0.270 1.315 9.751 0.0 0.0 0.0
H -0.376 4.579 -4.297 0.0 0.0 0.1
H 6.174 -0.753 1.201 0.0 0.0 0.0
C 0.551 -2.074 2.306 0.1 0.0 0.0
C 0.595 0.980 7.808 0.0 0.0 0.0
H -1.256 -0.377 -5.874 0.0 0.0 0.0
H 0.885 3.303 2.668 0.0 0.0 -0.1
O 0.412 -1.610 -1.830 -0.1 0.0 0.1
H 3.569 3.739 2.000 0.0 0.0 0.0
H 0.768 7.052 -3.211 0.0 0.0 0.0
Y 0.561 0.707 -0.513 1.1 0.5 -1.2
C -1.614 -2.024 3.323 0.0 0.0 0.0
C 3.179 2.265 3.508 0.1 -0.1 0.0
C 2.471 -1.861 -4.737 0.0 0.0 0.0
C 0.653 -3.389 -3.369 0.0 0.0 -0.1
C 1.478 6.831 -1.191 0.0 0.0 0.0
H -3.675 -2.420 -3.503 0.0 0.0 0.0
C 4.101 -0.324 1.576 -0.1 0.0 0.0
C -2.609 -3.270 0.072 0.0 0.0 0.0
H -2.690 3.371 4.201 0.0 0.0 0.0
H 3.662 0.448 -1.486 0.0 0.0 0.1
H -0.766 2.255 -3.395 0.0 0.0 0.0
C 3.505 -2.556 -7.274 0.0 0.0 0.0
H -3.861 4.007 -0.140 0.0 0.0 0.0
P -1.641 2.518 1.391 0.1 -0.2 0.1
H -2.652 -1.716 3.322 0.0 0.0 0.0
C -2.092 2.462 4.239 0.0 0.0 0.0
H 1.864 -5.372 0.259 0.0 0.0 0.0
C -0.210 -4.204 -2.629 -0.1 0.0 -0.1
H -1.349 0.513 8.604 0.0 0.0 0.0
H 1.335 -0.459 4.819 0.0 -0.1 -0.1
H 3.774 -4.221 -5.952 0.0 0.0 0.0
H -1.102 4.724 0.929 0.0 0.0 0.0
H -2.335 3.839 -1.001 0.0 0.0 0.0
H -5.209 -0.780 -1.070 0.0 0.0 0.0
C 2.742 0.499 6.119 0.0 0.1 0.1
H -0.576 -0.033 6.327 -0.1 0.0 0.0
C 1.642 5.977 -0.087 0.0 0.0 0.0
H 3.960 1.468 7.583 0.0 0.0 0.0
C -3.292 -4.211 -0.687 0.0 0.0 0.0
H -3.696 0.008 -6.018 0.0 0.0 0.0
H 2.725 3.138 3.977 0.0 -0.1 0.0
H 3.882 -4.095 -0.856 0.0 0.0 0.0
C 0.080 3.441 3.386 0.0 0.0 0.0
C -2.749 5.188 2.172 0.0 0.0 0.0
H -3.505 -5.190 -0.277 0.0 0.0 0.0
H -0.672 -3.810 -1.735 -0.1 0.0 0.0
C 2.402 -3.302 0.517 0.1 0.0 -0.1
H 0.492 3.309 4.388 0.0 0.0 0.0
H -4.724 0.100 -4.596 0.0 0.0 0.0
C 3.118 1.979 0.885 0.0 -0.2 0.0
C -2.559 0.077 -4.201 0.0 0.0 0.0
C -0.438 -5.479 -3.062 0.0 0.0 0.0
C -0.797 -1.688 2.232 -0.1 0.0 0.0
C 0.131 -5.972 -4.229 0.0 0.0 0.0
C 2.943 -3.639 -6.369 0.0 0.0 0.1
C 2.326 0.061 -3.214 0.0 0.2 0.0
C -2.098 4.302 1.107 0.1 0.0 0.0
C -0.340 3.068 -2.830 -0.1 0.0 0.0
H -4.509 3.190 1.963 0.0 0.0 0.0



ΔE to the lowest compared entry with this formula, charge and spin per entry: 201.2; 69.0; 7.7; 0.0 kcal per mole